Entry 1:
Here is a structure of composition C48H48GeN6OTi in a non-equilibrium geometry from the OMol25 dataset. Energies are from wB97M-V/def2-TZVPD.

Calculated values
E: -141176.2535 eV
LUMO level: -0.31 eV
E_HOMO: -0.2573 Ha
HOMO-LUMO gap: 6.688 eV
energy relative to the best compared isomer or geometry (same formula, charge and spin): 0.0 kJ/mol

```
! wB97M-V def2-TZVPD RIJCOSX def2/J DEFGRID3
* xyz 0 1
Ti 0.10 -1.00 -0.34
C 3.49 -2.89 0.35
C 2.72 -4.19 0.14
C 1.20 -4.03 0.20
N 0.65 -3.07 -0.76
C 0.50 -3.40 -2.01
C 0.86 -4.67 -2.55
C 0.97 -5.08 -3.86
C 0.74 -4.37 -5.05
C 0.12 -3.15 -5.15
C -0.42 -2.34 -4.14
C -0.30 -2.40 -2.77
N -0.94 -1.54 -1.94
C -2.39 -1.37 -2.08
C -3.04 -2.29 -1.05
C -2.86 -1.85 0.40
N -1.45 -1.68 0.85
C -1.23 -1.60 2.15
C -2.28 -1.51 3.10
C -2.28 -1.58 4.47
C -1.23 -1.78 5.36
C 0.10 -1.85 5.02
C 0.72 -1.69 3.78
C 0.20 -1.48 2.50
N 0.99 -1.19 1.45
C 2.42 -0.95 1.67
C 3.27 -2.23 1.72
H 3.23 -2.19 -0.45
H 4.55 -3.11 0.22
H 3.01 -4.92 0.90
H 3.00 -4.62 -0.83
H 0.93 -3.68 1.19
H 0.72 -5.00 0.08
H 1.10 -5.43 -1.82
H 1.32 -6.10 -3.98
H 1.02 -4.86 -5.97
H -0.01 -2.78 -6.16
H -0.96 -1.46 -4.49
H -2.72 -1.64 -3.08
H -2.68 -0.34 -1.90
H -2.61 -3.29 -1.19
H -4.11 -2.37 -1.23
H -3.34 -2.60 1.03
H -3.40 -0.92 0.54
H -3.25 -1.35 2.66
H -3.26 -1.47 4.92
H -1.48 -1.87 6.41
H 0.79 -2.02 5.85
H 1.80 -1.72 3.83
H 2.55 -0.38 2.59
H 2.78 -0.31 0.88
H 2.83 -2.95 2.41
H 4.24 -1.94 2.14
O 1.48 -0.34 -1.27
C 2.57 -0.08 -2.03
C 3.03 -1.11 -2.85
C 4.12 -0.95 -3.69
C 4.78 0.27 -3.73
C 4.32 1.30 -2.93
C 3.22 1.16 -2.07
C 2.80 2.35 -1.29
N 2.24 2.39 -0.11
C 2.13 3.73 0.21
C 2.62 4.50 -0.80
N 3.04 3.61 -1.75
H 2.52 -2.06 -2.83
H 4.46 -1.78 -4.30
H 5.64 0.42 -4.37
H 4.85 2.25 -2.94
H 1.71 4.06 1.15
H 2.67 5.57 -0.93
H 3.41 3.84 -2.66
C -0.49 2.55 -1.73
Ge -0.96 1.42 -0.18
C -2.96 1.62 -0.08
C -3.79 1.80 -1.20
C -5.17 1.88 -1.08
C -5.77 1.79 0.17
C -4.98 1.64 1.30
C -3.59 1.56 1.17
C -0.61 2.50 1.47
C 0.05 1.89 2.52
C 0.33 2.56 3.74
C -0.04 3.86 3.90
C -0.73 4.54 2.87
C -1.13 5.90 3.04
C -1.80 6.56 2.06
C -2.12 5.89 0.85
C -1.74 4.59 0.65
C -1.03 3.86 1.65
H -1.36 3.06 -2.15
H -0.04 1.93 -2.52
H 0.25 3.30 -1.42
H -3.34 1.89 -2.18
H -5.78 2.02 -1.97
H -6.85 1.85 0.26
H -5.43 1.59 2.28
H -2.99 1.45 2.06
H 0.40 0.88 2.40
H 0.85 2.03 4.53
H 0.18 4.39 4.83
H -0.88 6.39 3.97
H -2.10 7.59 2.20
H -2.67 6.41 0.08
H -2.00 4.10 -0.27
*
```

Entry 2:
Here is a cluster of 17 separate species, C74H195N13O22 in total in a non-equilibrium geometry from the OMol25 dataset. Energies are from wB97M-V/def2-TZVPD.

Calculated values
E: -144302.0369 eV
LUMO level: 0.64 eV
E_HOMO: -0.3128 Ha
HOMO-LUMO gap: 9.156 eV

```
! wB97M-V def2-TZVPD RIJCOSX def2/J DEFGRID3
* xyz 0 1
C -3.21 8.71 0.47
C -1.88 7.95 0.68
C -1.26 7.61 -0.66
O -2.09 6.58 -1.31
C -1.71 6.47 -2.66
N -1.03 8.67 1.62
H -3.07 9.59 -0.14
H -3.63 8.93 1.46
H -3.92 8.02 -0.06
H -2.15 7.05 1.22
H -0.28 7.10 -0.55
H -1.18 8.44 -1.33
H -1.88 7.49 -3.14
H -2.27 5.62 -3.04
H -0.61 6.33 -2.73
H -0.61 9.54 1.32
H -0.32 8.08 1.97
C -0.72 -7.76 -6.84
C -1.57 -8.33 -5.65
C -0.71 -9.46 -5.04
O -0.93 -9.79 -3.67
C -0.07 -10.86 -3.37
N -1.62 -7.24 -4.65
H 0.17 -7.39 -6.36
H -1.21 -6.97 -7.39
H -0.45 -8.54 -7.52
H -2.55 -8.73 -5.89
H 0.31 -9.02 -5.02
H -0.72 -10.34 -5.69
H 1.00 -10.71 -3.62
H -0.31 -11.68 -4.01
H -0.26 -11.23 -2.33
H -0.80 -7.29 -4.01
H -2.33 -7.37 -3.96
C 4.14 0.79 6.42
C 2.81 1.58 6.41
C 2.21 1.80 5.03
O 3.10 2.45 4.14
C 2.58 2.76 2.89
N 1.73 0.96 7.22
H 4.48 0.81 7.42
H 4.95 1.32 5.93
H 3.93 -0.23 6.04
H 3.09 2.58 6.81
H 1.31 2.41 5.14
H 1.99 0.78 4.71
H 3.37 3.12 2.21
H 1.78 3.46 2.97
H 2.15 1.89 2.38
H 1.40 0.12 6.75
H 1.98 0.78 8.18
C 3.30 8.60 3.81
C 3.99 7.48 3.06
C 2.95 6.84 2.17
O 3.48 5.65 1.60
C 3.02 5.24 0.29
N 5.04 8.03 2.21
H 2.63 9.11 3.18
H 4.10 9.23 4.24
H 2.67 8.12 4.53
H 4.36 6.73 3.77
H 2.80 7.59 1.36
H 2.03 6.67 2.76
H 3.59 4.32 0.12
H 3.29 5.90 -0.56
H 1.97 5.01 0.30
H 5.28 7.34 1.49
H 4.63 8.82 1.74
C 4.37 -4.32 5.52
C 3.83 -2.99 4.97
C 3.68 -3.12 3.46
O 4.96 -3.42 2.90
C 4.82 -3.64 1.55
N 2.48 -2.76 5.47
H 3.93 -5.23 5.09
H 4.33 -4.50 6.57
H 5.42 -4.21 5.28
H 4.56 -2.22 5.26
H 3.28 -2.26 2.93
H 2.93 -3.91 3.27
H 4.03 -4.40 1.28
H 5.72 -4.06 1.08
H 4.52 -2.76 1.00
H 2.49 -2.95 6.46
H 2.12 -1.79 5.33
C -2.93 4.75 3.57
C -3.76 6.01 3.53
C -4.90 5.93 2.59
O -4.40 5.46 1.31
C -5.36 5.50 0.32
N -4.25 6.24 4.86
H -2.20 4.88 4.40
H -2.33 4.63 2.65
H -3.50 3.82 3.78
H -3.18 6.85 3.22
H -5.27 6.95 2.43
H -5.72 5.26 2.92
H -4.85 5.63 -0.68
H -5.95 6.39 0.41
H -6.07 4.70 0.41
H -4.73 7.12 4.79
H -3.52 6.27 5.59
C -0.69 -9.45 0.13
C -1.17 -8.02 -0.13
C -0.01 -7.05 -0.47
O 0.97 -6.83 0.53
C 0.39 -6.65 1.82
N -2.12 -7.84 -1.30
H -1.50 -10.20 0.26
H -0.11 -9.47 1.11
H -0.10 -9.84 -0.72
H -1.74 -7.73 0.73
H -0.51 -6.06 -0.68
H 0.42 -7.42 -1.40
H 1.19 -6.78 2.51
H -0.44 -7.41 2.05
H -0.03 -5.62 1.87
H -3.07 -8.30 -1.13
H -1.71 -8.31 -2.07
C -5.29 1.77 1.66
C -5.20 0.90 0.47
C -3.72 0.50 0.28
O -3.61 -0.28 -0.89
C -2.37 -0.89 -1.10
N -5.86 -0.41 0.60
H -4.82 2.70 1.41
H -4.82 1.29 2.53
H -6.28 2.05 1.96
H -5.47 1.35 -0.47
H -3.40 -0.04 1.17
H -3.15 1.42 0.15
H -2.51 -1.56 -1.95
H -1.99 -1.41 -0.20
H -1.58 -0.18 -1.49
H -6.85 -0.35 0.34
H -5.41 -1.11 0.03
C -2.13 -4.37 -2.78
C -0.98 -4.13 -3.77
C -0.83 -2.58 -4.15
O 0.28 -4.43 -3.23
H -1.97 -3.87 -1.84
H -2.25 -5.42 -2.60
H -3.11 -4.02 -3.13
H -1.18 -4.77 -4.66
H -1.75 -2.16 -4.51
H -0.10 -2.50 -5.01
H -0.47 -2.10 -3.19
H 0.43 -3.87 -2.47
C -0.90 0.70 3.39
C -0.66 -0.66 3.98
C 0.44 -1.46 3.17
O -0.14 -0.52 5.31
H -1.31 0.52 2.41
H 0.05 1.19 3.26
H -1.51 1.31 4.03
H -1.63 -1.19 4.06
H 1.49 -1.01 3.14
H 0.03 -1.41 2.09
H 0.45 -2.57 3.49
H -0.76 0.04 5.83
C 7.03 0.57 1.46
C 5.53 0.26 1.58
C 5.05 0.03 2.98
O 4.89 1.42 1.16
H 7.25 1.48 2.00
H 7.27 0.73 0.43
H 7.59 -0.27 1.84
H 5.30 -0.58 0.88
H 5.57 -0.83 3.44
H 3.98 -0.20 3.07
H 5.29 0.92 3.51
H 4.90 1.50 0.24
C 4.01 -5.48 -3.77
C 4.20 -4.05 -3.26
C 4.67 -3.98 -1.81
O 5.07 -3.32 -4.19
H 3.85 -5.65 -4.84
H 3.23 -5.95 -3.22
H 4.92 -6.00 -3.48
H 3.23 -3.60 -3.26
H 4.83 -2.96 -1.54
H 5.69 -4.47 -1.77
H 4.00 -4.34 -1.05
H 5.32 -2.52 -3.65
C -2.97 6.99 -6.78
O -2.62 5.73 -6.35
C -1.82 5.07 -7.32
C -1.27 3.66 -6.84
N -0.46 3.88 -5.63
C 0.14 2.60 -5.08
C -0.95 1.55 -4.72
O -1.94 2.22 -4.02
C -3.10 1.42 -3.94
H -3.67 7.12 -7.60
H -2.07 7.54 -7.07
H -3.43 7.46 -5.95
H -1.06 5.79 -7.66
H -2.39 4.88 -8.23
H -0.69 3.20 -7.64
H -2.13 2.95 -6.74
H -1.23 4.14 -4.96
H 0.86 2.83 -4.29
H 0.77 2.20 -5.90
H -0.51 0.71 -4.16
H -1.36 1.15 -5.66
H -3.38 1.32 -5.00
H -3.88 2.00 -3.48
H -2.95 0.43 -3.47
C -3.61 -3.15 3.10
O -3.19 -4.07 2.16
C -4.02 -4.21 1.04
C -3.71 -5.54 0.37
N -4.49 -5.73 -0.87
C -5.78 -6.37 -0.57
C -6.37 -7.00 -1.82
O -5.45 -8.13 -2.09
C -5.00 -8.34 -3.38
H -3.92 -2.14 2.73
H -2.82 -3.02 3.83
H -4.58 -3.55 3.56
H -3.90 -3.42 0.35
H -5.10 -4.21 1.35
H -3.88 -6.34 1.05
H -2.65 -5.51 0.02
H -3.90 -6.46 -1.31
H -6.61 -5.79 -0.19
H -5.59 -7.25 0.13
H -6.41 -6.27 -2.73
H -7.39 -7.39 -1.71
H -5.84 -8.52 -3.99
H -4.43 -9.30 -3.26
H -4.45 -7.45 -3.73
C 2.57 1.93 -9.81
O 2.41 1.51 -8.49
C 2.21 0.15 -8.52
C 1.99 -0.46 -7.15
N 3.18 -0.15 -6.29
C 2.95 -0.49 -4.90
C 4.10 -0.20 -3.97
O 4.18 1.19 -3.77
C 5.21 1.65 -2.97
H 2.83 3.00 -9.72
H 1.63 2.01 -10.42
H 3.32 1.36 -10.40
H 3.14 -0.29 -8.97
H 1.37 -0.03 -9.17
H 1.92 -1.58 -7.29
H 1.03 -0.11 -6.74
H 3.43 0.87 -6.34
H 2.71 -1.60 -4.88
H 2.18 0.16 -4.48
H 5.08 -0.53 -4.27
H 3.88 -0.68 -2.99
H 6.17 1.52 -3.46
H 5.28 1.07 -2.01
H 5.15 2.69 -2.61
C -0.53 4.12 0.46
O 0.48 3.10 0.40
C 0.36 2.29 -0.73
C 1.46 1.27 -0.67
N 1.19 0.14 0.24
C 2.21 -0.85 0.16
C 1.93 -1.74 -1.11
O 0.81 -2.64 -0.81
C 1.22 -3.79 -0.05
H -0.33 4.90 -0.36
H -0.48 4.48 1.48
H -1.55 3.68 0.32
H 0.43 2.87 -1.65
H -0.56 1.72 -0.78
H 2.40 1.78 -0.39
H 1.68 0.90 -1.64
H 0.99 0.46 1.16
H 2.14 -1.46 1.04
H 3.23 -0.41 0.04
H 2.79 -2.34 -1.49
H 1.65 -1.15 -1.97
H 1.75 -4.47 -0.78
H 0.31 -4.29 0.25
H 1.85 -3.61 0.82
C -0.69 7.59 4.74
O -0.76 6.50 5.70
C 0.34 5.59 5.80
C 0.37 4.83 7.10
N -0.77 4.07 7.45
C -1.02 2.93 6.57
C -2.03 2.03 7.27
O -2.24 0.93 6.47
C -3.18 0.03 7.10
H -0.34 7.24 3.77
H -0.07 8.44 5.03
H -1.68 7.94 4.68
H 1.34 6.01 5.69
H 0.23 4.90 4.97
H 0.57 5.52 8.01
H 1.24 4.16 7.05
H -1.56 4.69 7.60
H -0.07 2.41 6.41
H -1.43 3.29 5.56
H -2.94 2.60 7.60
H -1.63 1.66 8.23
H -3.53 -0.59 6.31
H -3.98 0.62 7.57
H -2.76 -0.55 7.94
*
```

Entry 3:
Here is a structure of composition C4H3O6Yb in a non-equilibrium geometry from the OMol25 dataset. Energies are from wB97M-V/def2-TZVPD.

Calculated values
E: -48001.1351 eV
LUMO level: -5.97 eV
E_HOMO: -0.4127 Ha
HOMO-LUMO gap: 5.256 eV

```
! wB97M-V def2-TZVPD RIJCOSX def2/J DEFGRID3
* xyz 1 1
O -2.32 0.38 -1.09
C -2.58 1.62 -1.36
O -2.02 3.32 -2.98
C -1.15 4.06 -2.32
C -2.03 1.92 -2.71
O -0.31 3.55 -1.52
O -1.15 5.31 -2.52
H -1.03 1.49 -2.85
H -2.71 1.47 -3.45
Yb 0.63 5.86 -1.09
O -3.95 -1.15 -0.82
C -3.32 -0.22 -0.16
O -3.80 0.57 0.63
H -4.63 -0.77 -1.41
*
```

Entry 4:
Here is a cluster of 2 separate species, C4H5NO in total in a non-equilibrium geometry from the OMol25 dataset. Energies are from wB97M-V/def2-TZVPD.

Calculated values
E: -7761.9091 eV
SMILES: C=C=N.C=C=O
LUMO level: 0.11 eV
E_HOMO: -0.3262 Ha
HOMO-LUMO gap: 8.988 eV
energy relative to the best compared isomer or geometry (same formula, charge and spin): 445.5 kJ/mol

```
! wB97M-V def2-TZVPD RIJCOSX def2/J DEFGRID3
* xyz 0 1
C -0.94 1.56 -1.03
C -0.71 0.95 0.13
N -0.33 0.97 1.30
H -1.00 1.02 -1.97
H -1.08 2.62 -1.10
H -1.07 0.89 2.02
C 0.98 -1.65 -0.18
C 1.32 -0.78 0.70
O 2.26 -0.39 1.34
H 1.26 -2.12 -1.14
H -0.15 -1.98 0.04
*
```

Entry 5:
Here is the molecule C4H7N in a non-equilibrium geometry from the OMol25 dataset. Energies are from wB97M-V/def2-TZVPD.

Calculated values
E: -5745.5594 eV
LUMO level: -1.03 eV
E_HOMO: -0.2528 Ha
HOMO-LUMO gap: 5.854 eV
energy relative to the best compared isomer or geometry (same formula, charge and spin): 565.2 kJ/mol

```
! wB97M-V def2-TZVPD RIJCOSX def2/J DEFGRID3
* xyz 0 1
C 1.21 -1.63 1.23
C 0.04 -1.19 0.48
C -0.09 0.20 0.25
N -0.79 0.67 -0.81
C -0.62 1.85 -1.24
H 0.77 -1.49 -0.38
H 2.05 -0.96 1.01
H 1.21 -1.77 2.32
H -0.90 -1.73 0.41
H 0.24 0.90 1.02
H 0.31 2.34 -0.93
H -1.39 2.25 -1.89
*
```

Entry 6:
Here is the molecule C4H7N3O from the OMol25 dataset. Energies are from wB97M-V/def2-TZVPD.

Calculated values
E: -10777.7481 eV
SMILES: C=N[C@@H](O)N(C)C#N
LUMO level: 0.75 eV
E_HOMO: -0.3464 Ha
HOMO-LUMO gap: 10.172 eV
energy relative to the best compared isomer or geometry (same formula, charge and spin): 192.9 kJ/mol

```
! wB97M-V def2-TZVPD RIJCOSX def2/J DEFGRID3
* xyz 0 1
C -1.40 -1.96 0.22
N -1.21 -0.73 0.23
C -0.35 -0.11 -0.74
O -1.02 0.91 -1.38
N 0.83 0.35 -0.03
C 0.68 1.39 0.97
C 2.02 0.00 -0.44
N 3.06 -0.35 -0.78
H -0.95 -2.65 -0.50
H -2.05 -2.39 0.98
H -0.01 -0.81 -1.53
H -1.52 1.41 -0.71
H 0.52 2.37 0.51
H 1.58 1.43 1.58
H -0.18 1.15 1.60
*
```